1.
The following is a quantum chemistry calculation of an isolated molecule of C5H11NO2, from the Open Molecules 2025 dataset.

```
19
Properties=species:S:1:pos:R:3:mulliken_charge:R:1
C 0.57016 0.04447 -0.89231 -0.469
N 1.01996 -0.96060 -1.98060 -0.203
C 1.12350 -0.48456 -3.28351 -0.033
O 1.42849 -1.17041 -4.22085 -0.525
C 0.25372 -0.48409 0.52864 -0.767
C -0.89033 0.32857 1.14071 0.307
C -0.51330 1.28322 2.32857 -1.172
O -1.65165 -0.69640 1.85212 -0.603
H 1.36110 0.74673 -0.86331 0.275
H -0.40241 0.39323 -1.35231 0.347
H 0.92587 -1.97790 -1.75797 0.255
H 1.20886 0.53521 -3.30830 0.360
H 1.14903 -0.53932 1.19158 0.344
H -0.04052 -1.58405 0.54455 0.318
H -1.66962 0.69426 0.34470 0.362
H -0.76893 0.55777 3.23800 0.305
H -1.10347 2.17677 2.10236 0.301
H 0.57129 1.52101 2.32433 0.300
H -2.57174 -0.38390 2.06362 0.299
```

- F_max: 4.446 eV/A
- Orbital gap: 10.3 eV
- SMILES string: C[C@H](O)CCNC=O
- Energy above the lowest of the compared OMol25 structures with the same formula, charge and spin: 2.586 eV
- Electronic energy: -10946.681 eV
- Multiplicity: 1

=====

2.
The following is a quantum chemistry calculation of an isolated molecule of C7H10S, from the Open Molecules 2025 dataset.

```
18
Properties=species:S:1:pos:R:3:mulliken_charge:R:1
C -3.20426 1.57898 -0.21126 -0.256
C -3.41956 0.32152 0.14795 -0.491
C 1.54294 0.15174 -0.41469 -0.792
C -0.93732 0.41706 0.23524 -0.254
C 2.35970 -1.18181 0.02781 -0.679
C -2.19420 0.95583 0.79240 -0.594
C 0.31393 0.70006 0.53169 -0.142
S 4.06340 -1.74910 -0.94198 -0.232
H -3.41805 2.48337 -0.76351 0.370
H -3.90947 -0.61408 -0.06080 0.375
H 2.21861 0.95878 -0.47978 0.400
H 1.07245 0.01320 -1.38312 0.345
H -1.18700 -0.31676 -0.51417 0.352
H 3.66504 -2.99827 -1.24054 0.125
H 2.68538 -0.79873 0.99376 0.277
H 1.96814 -2.18099 -0.06695 0.410
H -2.17165 1.22944 1.84457 0.399
H 0.55194 1.02977 1.50340 0.386
```

- F_max: 3.831 eV/A
- Orbital gap: 9.8 eV
- SMILES string: SCC/C=C/C1C=C1
- Energy above the lowest of the compared OMol25 structures with the same formula, charge and spin: 4.869 eV
- Electronic energy: -18251.347 eV
- Multiplicity: 1